(1)
ORCA calculation (wB97M-V/def2-TZVPD) on one molecule with the formula C3H6O.

Geometry as XYZ:
```
10
C3H6O, DFT wB97M-V/def2-TZVPD
C 0.83574 0.87518 -0.10377
C -0.46639 0.12216 0.19591
C -0.54031 -1.33599 -0.12473
O 0.46100 -2.13817 -0.15816
H 1.42983 0.25097 -0.76718
H 0.43860 1.62052 -0.81002
H 1.28671 1.42876 0.74442
H -1.26565 0.79920 -0.14643
H -0.66239 0.14226 1.26938
H -1.51715 -1.76491 -0.09941
```

Properties
Electronic energy (eV): -5254.5527
Molecular weight (g mol⁻¹): 58.1
HOMO energy (Eh): -0.369
LUMO (eV): 0.760
Frontier orbital gap (eV): 10.812
Energy relative to the best compared isomer or geometry (same formula, charge and spin) (eV): 1.142

natural (NBO) atomic charge list, values in e, 4 entries: C -0.6205; C -0.5264; C 0.4220; O -0.5366



(2)
ORCA calculation (wB97M-V/def2-TZVPD) on an isolated ion of composition C4H10N5O and charge +1.

Geometry as XYZ:
```
20
C4H10N5O, DFT wB97M-V/def2-TZVPD
C -1.42410 1.00817 1.54561
C 0.24840 -0.12253 -1.48931
C -0.43545 -1.29276 -1.99288
C 1.44127 0.35309 0.61226
N -0.39990 1.11488 -1.75724
N -1.05528 1.66906 -0.99388
N -0.92767 0.61490 0.37118
N -2.33064 1.96127 1.45878
N 0.17424 -0.13940 0.03845
O -1.07252 0.39678 2.65020
H 1.26008 -0.19609 -1.84072
H -0.23902 -1.49372 -2.96508
H -1.55862 -1.28801 -1.81203
H -0.21078 -2.11931 -1.24717
H 1.81849 -0.03485 1.51530
H 2.16735 0.05009 -0.13972
H 1.43284 1.46465 0.55441
H -2.56025 2.22929 0.50131
H -2.76835 2.35618 2.30492
H -0.09575 -0.05615 2.45059
```

Properties
Electronic energy (eV): -13794.1603
Spin multiplicity: 3
Molecular weight (g mol⁻¹): 144.2
Net charge: +1
HOMO energy (spin up / spin down) (Eh): -0.362 / -0.528
LUMO (spin up / spin down) (eV): -3.308 / -7.371
<S²>: 2.013
Frontier orbital gap (spin up / spin down) (eV): 6.535 / 6.990
Energy relative to the best compared isomer or geometry (same formula, charge and spin) (eV): 1.774

natural (NBO) atomic charge list, values in e, 4 entries: C 0.7485; C 0.0859; C -0.6303; C -0.4784



(3)
ORCA calculation (wB97M-V/def2-TZVPD) on a 9-piece molecular cluster, C28H81N7O9 overall.

Geometry as XYZ:
```
125
C28H81N7O9, DFT wB97M-V/def2-TZVPD
C 0.77899 -3.31699 5.73232
O 1.14940 -2.99192 4.40359
C 2.29206 -3.69474 4.10143
C 3.02803 -3.41017 2.72804
C 2.06290 -3.43500 1.57562
N 4.11893 -4.41306 2.63092
H 0.22965 -4.25744 5.68903
H 0.16564 -2.41684 5.77260
H 1.64941 -3.24162 6.38410
H 3.07863 -3.53271 4.83841
H 2.06199 -4.75814 4.16749
H 3.37771 -2.37785 2.71602
H 2.59545 -3.27167 0.63870
H 1.27804 -2.69605 1.73695
H 1.42744 -4.31142 1.44842
H 4.84389 -4.21215 3.30484
H 4.45380 -4.14844 1.71554
C 0.00672 4.30329 2.40880
O 0.99652 3.44490 2.90481
C 1.06908 2.17928 2.35614
C 0.45124 1.00629 3.15824
C 1.42764 0.59055 4.34152
N 0.25730 -0.15337 2.28396
H -0.97427 3.83281 2.47518
H 0.22294 4.52813 1.36438
H -0.04032 5.22388 2.99051
H 1.01215 2.09122 1.27119
H 2.12268 1.95040 2.51618
H -0.51284 1.33272 3.54823
H 0.81233 0.12606 5.11207
H 1.89139 1.41978 4.87576
H 2.18722 -0.09713 3.96975
H 0.21843 -1.01736 2.80561
H -0.64062 -0.09694 1.82500
C -4.03300 -4.72114 -0.69200
O -2.80582 -4.63152 0.03559
C -2.73211 -3.63330 1.03860
C -1.62642 -3.88127 2.01685
C -2.00114 -4.97495 3.04449
N -1.19284 -2.70404 2.77893
H -3.93156 -5.42455 -1.51844
H -4.34398 -3.73775 -1.04464
H -4.86715 -5.04076 -0.06739
H -2.44903 -2.75599 0.45699
H -3.66502 -3.32998 1.51377
H -0.68092 -4.20512 1.58182
H -1.21644 -5.00302 3.80052
H -1.87691 -5.96971 2.61657
H -2.97737 -4.94577 3.52846
H -0.27144 -2.84955 3.16618
H -1.77204 -2.70749 3.60636
C 5.55918 -0.93862 -4.49995
O 4.40742 -1.82983 -4.62395
C 3.08108 -1.33807 -4.26556
C 2.04269 -2.46594 -4.30284
C 1.79499 -2.81907 -5.76942
N 0.79333 -1.91344 -3.70983
H 5.68132 -0.50772 -3.50622
H 5.31618 -0.13771 -5.19823
H 6.49035 -1.31768 -4.92106
H 3.10146 -0.93655 -3.25242
H 2.83435 -0.50698 -4.92624
H 2.43629 -3.30812 -3.73372
H 1.40484 -1.98503 -6.35274
H 0.95004 -3.48620 -5.94001
H 2.56349 -3.35646 -6.32503
H 0.10032 -2.64779 -3.68576
H 0.94146 -1.72708 -2.72829
C 1.22660 1.40067 -1.99351
O 2.25446 2.02719 -1.32981
C 3.30826 2.60040 -2.01206
C 3.45575 4.07905 -1.74443
C 2.28103 4.93588 -2.17190
N 4.62373 4.50715 -2.56705
H 1.69920 0.50225 -2.39048
H 0.70998 1.99067 -2.75055
H 0.49250 1.04048 -1.27276
H 4.27586 2.14146 -1.80902
H 3.17197 2.49722 -3.08857
H 3.69239 4.24961 -0.69419
H 2.06425 4.72260 -3.21861
H 2.59985 5.97591 -2.10255
H 1.33369 4.85596 -1.63875
H 5.43939 3.94368 -2.37395
H 4.95207 5.40802 -2.24969
C -2.51603 0.25372 -2.87701
O -2.28795 1.39239 -2.09575
C -2.36694 2.65175 -2.75459
C -2.66935 3.94452 -1.89641
C -2.51416 5.17539 -2.79927
N -1.64596 3.84744 -0.89402
H -3.57406 -0.00792 -2.89178
H -1.91335 -0.46224 -2.31820
H -2.25321 0.39456 -3.92544
H -1.41333 2.81761 -3.25579
H -3.18481 2.66429 -3.47503
H -3.66904 3.87367 -1.46779
H -3.25081 5.22876 -3.60089
H -1.56391 5.13798 -3.33192
H -2.67619 6.09080 -2.23019
H -1.57466 2.85344 -0.72982
H -0.71202 4.07022 -1.20742
C -6.39782 3.08339 0.65663
O -5.73506 1.77129 0.75070
C -4.35355 1.87383 0.37574
C -3.73997 0.62783 0.96833
C -3.65787 0.63786 2.48001
N -2.32472 0.49068 0.66963
H -6.08470 3.37835 -0.34490
H -5.93701 3.82126 1.31337
H -7.48281 3.14401 0.74163
H -4.39640 1.85964 -0.71333
H -3.91083 2.79270 0.76014
H -4.25522 -0.23669 0.54972
H -4.65959 0.48246 2.88066
H -3.41533 1.64836 2.80890
H -2.94284 -0.09679 2.85032
H -1.94314 1.18774 1.29301
H -2.26925 0.76786 -0.30001
O 3.22252 0.30364 0.97149
H 3.27705 1.17129 0.57094
H 2.31243 0.03654 0.84251
O 0.35747 -1.52418 -0.61371
H 0.83396 -1.44111 0.21228
H -0.44764 -1.02466 -0.47762
```

Properties
Electronic energy (eV): -59201.0602
Molecular weight (g mol⁻¹): 660.0
HOMO energy (Eh): -0.319
LUMO (eV): 0.634
Frontier orbital gap (eV): 9.305
Energy relative to the best compared isomer or geometry (same formula, charge and spin) (eV): 4.257

Löwdin atomic charge list, values in e, 4 entries: C -0.0664; O -0.2540; C -0.2269; C -0.3987



(4)
ORCA calculation (wB97M-V/def2-TZVPD) on C25H36MoNO2 as an isolated structure.

Geometry as XYZ:
```
65
C25H36MoNO2, DFT wB97M-V/def2-TZVPD
O 3.53674 0.94130 -3.56682
C 2.94754 2.13937 -4.16591
C 2.64649 1.35944 -5.45561
H 3.74505 2.86106 -4.31674
H 2.10304 2.53186 -3.57101
C 2.98902 0.05267 -4.57884
H 3.39608 1.50994 -6.25860
H 1.59072 1.31746 -5.76374
C 3.99889 -1.05693 -4.83881
H 4.95074 -0.70451 -5.29572
H 3.51987 -1.74579 -5.55336
H 4.14081 -1.58308 -3.86067
C 1.76477 -0.79683 -4.20665
H 0.82899 -0.23418 -4.11883
H 1.93853 -1.31238 -3.24294
H 1.62820 -1.57483 -4.98073
Mo 0.73695 0.14371 0.82522
C -1.10400 0.94797 -0.12966
C -0.85001 2.25785 0.42998
C 0.38577 2.72313 -0.06408
H -1.54860 2.83796 1.02269
C 0.92914 1.69830 -0.87538
C -0.13313 0.77936 -1.13986
H -0.22689 0.13128 -1.99512
H -1.94318 0.28896 -0.02731
H 0.85871 3.67721 0.10540
H 1.84780 1.69043 -1.40995
C 0.15136 -2.07035 1.40665
C -0.31233 -1.65954 0.12724
C 0.84448 -1.47962 -0.71680
H -1.35122 -1.52110 -0.15363
C 2.01258 -1.54017 0.09888
C 1.58719 -1.94313 1.41214
H 2.27772 -2.25353 2.19566
H -0.46287 -2.36405 2.25698
H 0.88999 -1.34775 -1.79368
H 3.01914 -1.47125 -0.27237
O 3.94738 0.84161 0.23532
C 4.76256 0.24250 -0.83368
C 6.08175 1.00408 -1.09325
H 4.19865 0.39116 -1.75468
H 4.81031 -0.85675 -0.70089
C 6.12422 2.06931 0.00680
H 5.87259 1.50144 -2.04868
H 7.02463 0.42642 -1.18993
C 4.83296 1.87316 0.82315
H 6.20798 3.08568 -0.40420
H 7.02541 1.94810 0.61575
H 4.25245 2.79574 0.96000
H 5.11230 1.50771 1.82717
C -2.75781 -0.16687 2.05907
C -1.71830 0.47401 2.86283
C -1.91046 0.84426 4.20277
C -0.67490 1.30155 4.69143
C 0.27019 1.18584 3.63868
C 1.71074 1.50489 3.73707
N -0.38587 0.63856 2.55135
H -3.67197 -0.11503 2.64281
H -2.58244 -1.21751 1.84407
H -3.06419 0.35054 1.15397
H -2.88923 0.71567 4.63809
H -0.48856 1.65052 5.69312
H 1.91864 1.94939 4.72735
H 2.34175 0.60707 3.61925
H 2.01373 2.22612 2.96577
```

Properties
Electronic energy (eV): -33938.1061
Spin multiplicity: 3
Molecular weight (g mol⁻¹): 478.5
Net charge: +1
HOMO energy (spin up / spin down) (Eh): -0.363 / -0.363
LUMO (spin up / spin down) (eV): -4.076 / -4.733
<S²>: 2.021
Frontier orbital gap (spin up / spin down) (eV): 5.800 / 5.134
Energy relative to the best compared isomer or geometry (same formula, charge and spin) (eV): 1.385

natural (NBO) atomic charge list, values in e, 4 entries: O -0.5731; C -0.0691; C -0.4390; H 0.1950